1.
Computed, not measured: 2 unconnected molecules or ions with the total composition C4H10Cl3N2OP in a non-equilibrium geometry, with the ωB97M-V functional and the def2-TZVPD basis.

Results
- electronic energy (eV) = -56190.2386
- HOMO-LUMO gap (alpha / beta) (eV) = 7.85 / 7.86
- energy above the lowest of the compared OMol25 structures with the same formula, charge and spin (eV) = 3.9376
- largest force on an atom (eV/A) = 3.84
- total charge = 0

Structure (XYZ):
```
21
Properties=species:S:1:pos:R:3:forces:R:3
C -0.73857 -3.05347 -0.30122 -1.05 -1.33 -0.28
C 0.26507 2.08830 0.90817 0.76 1.62 1.74
C 0.14670 2.03450 -1.42310 3.25 1.02 -0.63
C -3.38577 0.24726 0.27180 1.01 -0.33 -0.28
N -1.56714 -2.04207 0.38298 0.63 0.62 1.93
N -0.55641 2.13063 -0.23047 -0.26 -0.05 0.07
O -1.88294 -0.68752 -1.80634 0.38 -0.09 -2.99
P -1.66847 -0.49686 -0.39729 -0.94 -0.30 3.71
Cl -3.65743 0.16399 2.00507 0.09 -0.59 0.30
Cl -4.59734 -0.53891 -0.69024 -0.82 -0.77 0.10
Cl -3.37016 1.90120 -0.17289 -0.45 1.33 -0.33
H 0.33343 -3.28524 -0.08325 -0.80 0.98 0.46
H -1.24504 -4.07811 -0.34648 0.35 1.47 0.28
H -0.85693 -2.60712 -1.25951 0.75 -0.66 -1.53
H -0.35928 2.32756 1.77779 0.12 -0.21 0.06
H 0.65966 1.08299 1.05374 0.54 0.04 0.02
H 1.11035 2.89994 0.94443 -1.16 -1.54 -0.50
H -0.17256 1.26828 -2.01197 -1.99 -1.99 -1.95
H 0.12414 2.94452 -2.05457 -0.18 -0.16 0.47
H 1.21874 1.67769 -1.37971 -0.37 0.91 0.63
H -1.61143 -2.04772 1.42687 0.14 0.06 -1.28
```
Positions in Å, forces in eV/Å.

***

2.
Computed, not measured: 3 unconnected molecules or ions with the total composition C22H41N4O6S2 in a non-equilibrium geometry, with the ωB97M-V functional and the def2-TZVPD basis.

Results
- electronic energy (eV) = -63393.1703
- HOMO-LUMO gap (alpha / beta) (eV) = 7.78 / 7.70
- energy above the lowest of the compared OMol25 structures with the same formula, charge and spin (eV) = 0.2716
- largest force on an atom (eV/A) = 1.71
- multiplicity = 3
- ⟨S²⟩ = 2.008
- total charge = -1

Structure (XYZ):
```
75
Properties=species:S:1:pos:R:3:forces:R:3
O 0.87537 0.60437 -2.72007 -0.02 0.23 0.00
S 0.93520 -0.83912 -2.90391 0.49 -0.38 -0.30
O -0.33480 -1.46591 -3.22103 -0.25 0.00 -0.01
O 2.05596 -1.27996 -3.74179 -0.36 0.13 0.19
C 1.36609 -1.46344 -1.27115 0.37 -0.20 -0.09
C 2.84300 -1.19574 -1.03291 0.07 0.45 0.16
S 3.17081 -0.88618 0.74178 -0.09 -0.01 0.41
C 4.36385 0.37202 0.63868 -0.28 -0.30 -0.19
N 4.56449 1.38650 1.40826 -0.13 -0.08 0.25
N 5.67663 2.04957 0.89620 0.09 0.12 -0.13
C 6.02326 1.40174 -0.14986 -0.14 -0.34 0.14
O 5.25865 0.30373 -0.37317 0.34 0.34 -0.23
H 1.15981 -2.52620 -1.26223 -0.14 -0.20 0.04
H 0.75302 -0.96018 -0.53534 -0.23 0.12 0.07
H 3.48167 -1.99033 -1.38655 0.03 -0.25 -0.05
H 3.12800 -0.29703 -1.56356 0.03 0.22 -0.07
H 6.81718 1.59266 -0.84033 0.19 0.14 -0.12
C 1.44790 -6.36129 4.51597 -0.18 -0.09 -0.11
C 1.49608 -4.84405 4.25316 0.37 -0.99 0.47
C 0.64322 -4.08260 5.27223 -0.37 0.26 -0.02
C -0.85888 -4.17617 5.01519 0.07 -0.01 -0.05
C -1.17435 -3.74300 3.58542 0.08 0.16 0.35
C -0.39519 -4.53917 2.53911 -0.71 -0.86 -0.48
N 1.06720 -4.53254 2.85683 -0.20 1.57 0.49
O 1.61708 -3.44054 2.44175 0.24 -0.41 -0.27
C -0.95190 -5.97559 2.45853 0.07 -0.05 0.11
C -0.60586 -3.92148 1.16102 0.16 0.24 -0.08
C 2.95351 -4.43835 4.44113 0.14 0.23 -0.11
H 0.50460 -6.83400 4.25942 0.03 0.08 0.05
H 2.22836 -6.86756 3.94649 0.01 0.04 -0.05
H 1.62456 -6.55974 5.57400 0.08 0.09 0.02
H 0.93042 -3.02665 5.25470 0.04 -0.02 -0.12
H 0.87765 -4.44995 6.27339 0.08 -0.05 -0.01
H -1.21711 -5.19211 5.20545 0.01 -0.02 -0.04
H -1.38849 -3.52871 5.71726 0.00 -0.02 0.01
H -2.24250 -3.84632 3.38304 -0.01 -0.04 -0.07
H -0.93688 -2.68013 3.47802 0.08 -0.03 -0.06
H -0.28402 -6.61859 1.88393 0.03 0.01 0.02
H -1.91697 -5.96307 1.95291 0.01 0.11 -0.07
H -1.12881 -6.43414 3.42978 0.03 0.03 -0.03
H -0.33697 -2.86785 1.13502 0.08 -0.06 0.02
H -1.65758 -4.00034 0.88897 -0.05 -0.07 0.04
H -0.01825 -4.44125 0.40332 0.01 0.01 0.01
H 3.58716 -4.87790 3.67057 -0.03 0.01 -0.03
H 3.29621 -4.79792 5.41235 -0.05 -0.08 0.04
H 3.08804 -3.35915 4.41524 -0.04 -0.02 -0.08
C -0.72117 3.25985 -3.29013 -0.13 0.17 -0.32
C -1.51196 4.04382 -2.22948 0.74 -0.87 -0.43
C -2.95540 3.54160 -2.14455 -0.45 0.22 -0.04
C -3.84359 4.01280 -3.29380 0.08 0.02 0.05
C -3.79178 5.53443 -3.41177 -0.19 -0.28 0.19
C -2.36757 6.06631 -3.57061 0.24 0.18 -1.14
N -1.48224 5.51871 -2.49935 -1.26 0.14 1.15
O -1.60556 6.20632 -1.41105 0.47 0.02 -0.23
C -1.83929 5.71919 -4.97738 0.01 -0.08 0.00
C -2.37404 7.58824 -3.48396 -0.02 0.19 0.27
C -0.81609 3.74191 -0.90850 -0.05 0.20 0.30
H -0.98593 3.49135 -4.31896 -0.05 0.00 0.11
H 0.34763 3.43952 -3.18344 0.02 0.01 0.04
H -0.87388 2.19097 -3.15851 0.10 -0.02 0.14
H -3.39900 3.88426 -1.20254 0.07 0.09 -0.01
H -2.94197 2.45214 -2.10323 0.11 -0.03 0.01
H -3.53794 3.53697 -4.22906 0.04 0.02 -0.01
H -4.87383 3.69731 -3.11230 0.00 -0.02 -0.02
H -4.39166 5.87200 -4.26101 0.05 0.05 -0.04
H -4.24151 5.97412 -2.51512 0.10 0.02 0.04
H -0.76458 5.89161 -5.04122 0.01 -0.04 0.03
H -2.32510 6.35736 -5.71690 -0.04 0.10 0.08
H -2.04448 4.69609 -5.28066 0.03 0.03 0.05
H -2.82747 7.94576 -2.56145 0.09 -0.07 0.02
H -2.95045 7.99215 -4.31625 -0.01 -0.07 -0.09
H -1.36043 7.98740 -3.54421 0.01 -0.02 0.02
H 0.18580 4.16951 -0.88462 0.00 0.01 -0.03
H -0.72173 2.66122 -0.80664 0.03 -0.05 -0.11
H -1.37119 4.12070 -0.05052 0.02 0.07 -0.06
```
Positions in Å, forces in eV/Å.

***

3.
Computed, not measured: a molecular structure, C26H41BN7O3PtS4Sb in a non-equilibrium geometry, with the ωB97M-V functional and the def2-TZVPD basis.

Results
- electronic energy (eV) = -98003.6793
- HOMO-LUMO gap (alpha / beta) (eV) = 6.59 / 6.36
- energy above the lowest of the compared OMol25 structures with the same formula, charge and spin (eV) = 2.4284
- largest force on an atom (eV/A) = 1.24
- total charge = 0

Structure (XYZ):
```
84
Properties=species:S:1:pos:R:3:forces:R:3
Pt 1.07005 -0.65386 0.49475 0.03 -0.30 0.08
C 4.59983 0.98309 -1.52932 0.04 0.03 -0.08
N 4.38268 1.40285 -0.16339 -0.12 -0.06 0.32
C 4.64651 2.65565 0.33983 -0.05 0.06 -0.05
C 4.30970 2.62245 1.64836 -0.03 0.11 -0.02
N 3.84474 1.36676 1.95310 0.21 -0.14 -0.22
B 3.46825 0.91247 3.40772 -0.15 0.04 -0.07
N 2.00894 1.39637 3.68155 -0.18 -0.12 0.22
C 1.68653 2.62211 4.21541 -0.01 0.13 0.01
C 0.35268 2.67218 4.41745 -0.03 0.00 -0.03
N -0.15385 1.46089 3.99584 0.41 -0.07 -0.08
C -1.53966 1.05647 4.05810 -0.15 0.03 0.06
C 0.87872 0.68283 3.55609 -0.25 0.28 0.21
S 0.69712 -0.93176 3.03497 0.37 -0.18 -0.84
C 3.88315 0.62279 0.83727 0.30 0.30 -0.13
S 3.47903 -1.03707 0.64295 -1.11 -0.05 -0.02
H 3.89993 1.48327 -2.20041 -0.01 0.01 0.05
H 4.43889 -0.09035 -1.57297 0.04 0.04 0.03
H 5.61961 1.21368 -1.83585 0.00 0.01 0.04
H 5.04740 3.44681 -0.26876 0.00 -0.02 -0.01
H 4.36466 3.39665 2.39321 0.06 -0.04 0.02
H 3.52575 -0.27159 3.49018 0.06 -0.07 0.03
H 4.19011 1.51189 4.16183 0.06 0.09 0.04
H 2.44137 3.35976 4.42345 0.00 -0.03 0.01
H -0.27093 3.44782 4.82502 -0.03 -0.02 -0.03
H -2.17407 1.79307 3.56406 0.06 0.00 -0.04
H -1.85771 0.94233 5.09550 0.02 0.00 0.00
H -1.62233 0.09868 3.55119 0.02 0.05 0.00
C -1.09175 -3.51583 1.45704 0.14 0.24 0.08
C -0.19971 -3.75075 0.27833 0.30 -0.11 -0.32
C -0.50400 -4.96704 -0.55142 0.04 0.01 -0.07
O 0.73723 -3.02928 -0.03083 -0.48 -0.98 0.17
H -2.09735 -3.87699 1.24878 0.01 -0.01 0.04
H -1.11077 -2.45568 1.69288 -0.03 0.01 0.06
H -0.68549 -4.05255 2.31863 0.02 -0.08 -0.02
H -1.35338 -4.71508 -1.19227 -0.05 -0.05 0.02
H -0.78695 -5.80897 0.08055 -0.06 -0.01 -0.03
H 0.34934 -5.22865 -1.17386 -0.01 0.02 0.00
C 3.27415 -2.71222 -2.71895 -0.06 0.05 -0.03
C 2.69972 -1.42886 -3.31681 -0.12 0.00 0.24
Sb 0.84201 -0.80639 -2.35671 0.90 0.14 -0.08
C 0.78505 1.12739 -3.37547 -0.36 -0.31 0.15
C 0.02172 1.18202 -4.69432 0.08 0.06 0.10
C -0.32539 -2.25609 -3.49732 0.05 0.27 0.25
C -0.32010 -2.13756 -5.01666 0.04 -0.02 0.06
H 4.28829 -2.89753 -3.08211 -0.03 -0.05 -0.02
H 2.65846 -3.57161 -2.99256 0.03 -0.03 0.04
H 3.31041 -2.65836 -1.63074 0.02 -0.04 -0.03
H 2.50581 -1.56007 -4.38340 -0.06 0.08 0.01
H 3.40739 -0.60374 -3.22604 -0.13 -0.05 -0.04
H 1.83097 1.40984 -3.51737 0.00 -0.03 0.09
H 0.33129 1.81886 -2.66423 0.08 -0.01 0.08
H 0.50626 0.58009 -5.46315 -0.07 -0.01 -0.02
H -0.03178 2.21154 -5.05849 0.00 -0.03 -0.03
H -0.99863 0.82707 -4.55239 -0.03 0.00 -0.08
H -1.33242 -2.22775 -3.09769 -0.16 -0.05 0.10
H 0.13203 -3.20180 -3.19512 -0.01 0.05 0.12
H -0.96717 -1.33421 -5.36182 0.03 0.01 0.00
H -0.68421 -3.06801 -5.46019 0.00 0.02 0.00
H 0.68331 -1.96528 -5.40913 -0.04 0.01 -0.06
N -7.28816 1.15049 2.31535 -0.03 0.08 0.05
C -6.14629 0.77092 1.63962 0.11 0.04 -0.08
C -5.08612 0.16526 2.32658 -0.05 -0.02 -0.01
C -3.92655 -0.17038 1.65981 -0.11 -0.01 -0.02
C -3.80966 0.10128 0.30260 0.34 -0.01 -0.04
C -4.84259 0.70924 -0.39059 0.09 -0.04 -0.07
C -6.00745 1.04126 0.27373 -0.06 -0.02 0.09
S -2.32158 -0.40050 -0.51066 -0.15 0.02 -0.07
O -2.25893 0.27085 -1.79224 -0.01 0.04 -0.01
O -2.30663 -1.84124 -0.52706 0.10 -0.01 -0.06
N -1.15328 0.07685 0.48457 0.98 -0.74 -0.16
C -0.75718 1.37030 0.52983 -0.43 1.01 0.14
S -1.79870 2.77794 0.49506 0.27 -0.02 0.01
C -0.40412 3.78092 0.73564 -0.22 0.02 0.05
C 0.70485 3.01899 0.84146 -0.11 0.02 -0.08
N 0.50470 1.66749 0.71129 -0.24 0.50 0.00
H -7.46182 0.71667 3.20486 -0.04 -0.03 -0.01
H -8.11091 1.32639 1.76591 -0.02 -0.03 0.01
H -5.18909 -0.04406 3.38481 0.02 0.00 0.01
H -3.10064 -0.64459 2.17657 -0.08 -0.01 -0.01
H -4.71677 0.91048 -1.44696 -0.04 0.04 0.02
H -6.82361 1.51377 -0.25928 0.01 0.02 -0.01
H -0.49790 4.85248 0.79601 0.04 0.00 -0.03
H 1.70692 3.38647 1.00882 0.00 0.00 -0.02
```
Positions in Å, forces in eV/Å.

***

What did the first record say?
Computed, not measured: 2 unconnected molecules or ions with the total composition C4H10Cl3N2OP in a non-equilibrium geometry, with the ωB97M-V functional and the def2-TZVPD basis.

Results
- electronic energy (eV) = -56190.2386
- HOMO-LUMO gap (alpha / beta) (eV) = 7.85 / 7.86
- energy above the lowest of the compared OMol25 structures with the same formula, charge and spin (eV) = 3.9376
- largest force on an atom (eV/A) = 3.84
- total charge = 0

Structure (XYZ):
```
21
Properties=species:S:1:pos:R:3:forces:R:3
C -0.73857 -3.05347 -0.30122 -1.05 -1.33 -0.28
C 0.26507 2.08830 0.90817 0.76 1.62 1.74
C 0.14670 2.03450 -1.42310 3.25 1.02 -0.63
C -3.38577 0.24726 0.27180 1.01 -0.33 -0.28
N -1.56714 -2.04207 0.38298 0.63 0.62 1.93
N -0.55641 2.13063 -0.23047 -0.26 -0.05 0.07
O -1.88294 -0.68752 -1.80634 0.38 -0.09 -2.99
P -1.66847 -0.49686 -0.39729 -0.94 -0.30 3.71
Cl -3.65743 0.16399 2.00507 0.09 -0.59 0.30
Cl -4.59734 -0.53891 -0.69024 -0.82 -0.77 0.10
Cl -3.37016 1.90120 -0.17289 -0.45 1.33 -0.33
H 0.33343 -3.28524 -0.08325 -0.80 0.98 0.46
H -1.24504 -4.07811 -0.34648 0.35 1.47 0.28
H -0.85693 -2.60712 -1.25951 0.75 -0.66 -1.53
H -0.35928 2.32756 1.77779 0.12 -0.21 0.06
H 0.65966 1.08299 1.05374 0.54 0.04 0.02
H 1.11035 2.89994 0.94443 -1.16 -1.54 -0.50
H -0.17256 1.26828 -2.01197 -1.99 -1.99 -1.95
H 0.12414 2.94452 -2.05457 -0.18 -0.16 0.47
H 1.21874 1.67769 -1.37971 -0.37 0.91 0.63
H -1.61143 -2.04772 1.42687 0.14 0.06 -1.28
```
Positions in Å, forces in eV/Å.

***

Q: Which of these has the lowest total charge?
A: C22H41N4O6S2

***

Q: Look up the electronic energy of the second one.
A: -63393.1703 eV